# C49H64AuN2O4S

C49H64AuN2O4S as an isolated structure in a non-equilibrium geometry (ωB97M-V with the def2-TZVPD basis set, the Open Molecules 2025 dataset).

Atoms and positions in Å:
Au1 -0.15 0.48 0.36
C1 -0.36 4.22 0.33
O1 -0.07 2.89 -0.05
C2 0.61 2.75 -1.27
C3 1.99 2.91 -1.29
C4 2.78 3.16 -0.02
C5 2.65 2.16 1.09
C6 2.92 2.52 2.39
C7 2.93 1.61 3.45
C8 2.68 0.26 3.17
C9 2.41 -0.18 1.90
C10 2.22 -1.64 1.55
C11 0.81 -2.18 1.71
C12 0.40 -2.68 2.94
C13 -0.87 -3.21 3.13
C14 -1.77 -3.10 2.07
C15 -1.40 -2.62 0.83
C16 -2.45 -2.59 -0.27
C17 -2.21 -1.71 -1.47
C18 -2.29 -2.25 -2.73
C19 -2.19 -1.46 -3.88
C20 -1.90 -0.11 -3.73
C21 -1.81 0.49 -2.49
C22 -1.55 1.97 -2.36
C23 -0.08 2.34 -2.41
C24 0.61 2.29 -3.61
C25 1.96 2.62 -3.70
C26 2.64 2.86 -2.51
C27 2.63 2.77 -5.07
C28 1.82 3.81 -5.87
C29 2.61 1.43 -5.82
C30 4.07 3.26 -4.97
C31 -2.04 -0.30 -1.32
O2 -2.15 0.25 -0.14
C32 -2.52 -2.08 -5.22
C33 -4.01 -2.48 -5.18
C34 -2.32 -1.12 -6.39
C35 -1.67 -3.34 -5.48
C36 -0.08 -2.23 0.63
O3 0.31 -1.83 -0.65
C37 0.93 -2.82 -1.46
C38 -1.29 -3.94 4.40
C39 -1.71 -5.36 3.98
C40 -0.15 -4.06 5.41
C41 -2.48 -3.23 5.06
C42 2.30 0.79 0.83
O4 1.87 0.42 -0.32
C43 3.19 2.04 4.87
C44 1.92 1.75 5.69
C45 4.38 1.25 5.44
C46 3.51 3.53 4.99
H1 0.44 4.90 0.01
H2 -0.44 4.23 1.42
H3 -1.30 4.56 -0.11
H4 2.56 4.15 0.38
H5 3.84 3.17 -0.30
H6 3.16 3.56 2.58
H7 2.71 -0.46 3.98
H8 2.89 -2.23 2.18
H9 2.51 -1.74 0.50
H10 1.11 -2.68 3.75
H11 -2.78 -3.47 2.18
H12 -3.39 -2.26 0.20
H13 -2.60 -3.61 -0.61
H14 -2.47 -3.31 -2.82
H15 -1.77 0.51 -4.60
H16 -1.96 2.30 -1.40
H17 -2.07 2.48 -3.17
H18 0.08 2.02 -4.51
H19 3.71 3.00 -2.53
H20 0.80 3.47 -6.04
H21 2.29 3.98 -6.83
H22 1.78 4.75 -5.33
H23 1.60 1.08 -6.00
H24 3.15 0.66 -5.26
H25 3.10 1.55 -6.79
H26 4.12 4.21 -4.43
H27 4.46 3.43 -5.97
H28 4.71 2.54 -4.48
H29 -4.62 -1.60 -4.99
H30 -4.20 -3.20 -4.39
H31 -4.30 -2.92 -6.12
H32 -2.95 -0.24 -6.29
H33 -2.60 -1.62 -7.32
H34 -1.28 -0.81 -6.48
H35 -1.86 -4.11 -4.74
H36 -0.61 -3.09 -5.46
H37 -1.92 -3.74 -6.45
H38 0.22 -3.61 -1.72
H39 1.80 -3.27 -0.97
H40 1.24 -2.30 -2.36
H41 -0.89 -5.87 3.49
H42 -2.56 -5.34 3.30
H43 -2.00 -5.93 4.86
H44 0.69 -4.59 4.98
H45 -0.49 -4.61 6.28
H46 0.18 -3.08 5.75
H47 -3.34 -3.20 4.40
H48 -2.22 -2.22 5.35
H49 -2.77 -3.78 5.95
H50 1.71 0.68 5.72
H51 1.06 2.24 5.24
H52 2.04 2.11 6.71
H53 4.17 0.19 5.49
H54 4.60 1.60 6.45
H55 5.26 1.40 4.82
H56 2.68 4.15 4.66
H57 4.41 3.79 4.43
H58 3.71 3.78 6.04
S1 -0.62 0.94 2.80
C47 -2.30 0.79 2.66
N1 -2.96 -0.35 2.79
C48 -4.39 -0.17 2.63
C49 -4.52 1.36 2.42
N2 -3.15 1.80 2.52
H59 -2.51 -1.25 2.81
H60 -4.92 -0.51 3.53
H61 -4.75 -0.73 1.77
H62 -5.13 1.83 3.19
H63 -4.95 1.60 1.44
H64 -2.86 2.75 2.33

Results
- maximum force (eV/Å) = 3.28
- HOMO-LUMO gap (alpha / beta) (eV) = 3.48 / 3.49
- charge = +1